Record 1
The following is a quantum chemistry calculation of a 2-piece molecular cluster, C4H7ClOS overall, from the Open Molecules 2025 dataset.

Element x y z (Å)
C  -3.69060  -1.91294  0.66284
C  -3.50647  -0.86597  0.10849
Cl  -3.45049  0.59496  -0.67050
H  -3.93167  -2.62304  1.37874
C  2.27844  0.56729  -0.93610
C  1.30304  -0.40705  -0.16553
S  -0.23236  0.45205  0.24915
O  0.36929  1.78996  1.12357
H  3.12020  0.20123  -1.53040
H  1.80124  1.22281  -1.71358
H  2.62248  1.41190  -0.31915
H  1.90922  -0.74743  0.60482
H  0.85759  -1.12646  -0.74987
H  0.55009  1.44270  1.95752

Properties
ΔE to the lowest compared entry with this formula, charge and spin = 87.15 kcal per mole
Highest occupied orbital energy = -8.81 eV
LUMO energy = 0.685 eV
Spin multiplicity = 1
Orbital gap = 9.50 eV
SMILES = C#CCl.CCSO
Energy = -1090.08704 hartree

=====

Record 2
The following is a quantum chemistry calculation of a single C10H16NOP molecule, from the Open Molecules 2025 dataset.

Element x y z (Å)
C  2.78329  0.93844  -0.39387
C  1.57497  1.40058  0.47692
C  0.34567  1.43112  -0.49092
C  -0.94242  2.04113  0.10355
C  -1.92666  1.35169  0.64173
N  -2.86701  2.20842  1.24387
O  -3.70597  1.86150  2.02650
C  -1.89863  -0.14935  0.74982
C  -2.77028  -0.74397  1.79954
C  -0.95349  -0.79620  0.07084
C  -0.50633  -2.24713  0.37895
C  -0.05744  0.08433  -1.08932
P  -1.25960  0.37549  -2.51309
H  2.66912  -0.10338  -0.46075
H  3.63739  1.37765  0.05222
H  2.59609  1.49020  -1.25259
H  1.99425  2.38615  0.81633
H  1.50903  0.62583  1.28262
H  0.59650  2.11280  -1.33110
H  -1.09508  3.04220  0.04044
H  -2.49713  -1.84294  1.84648
H  -3.82093  -0.52499  1.53598
H  -2.44046  -0.24992  2.78908
H  0.46829  -2.23841  0.74893
H  -0.68058  -2.88122  -0.49973
H  -1.08977  -2.69252  1.12952
H  0.78924  -0.47350  -1.63543
H  -1.37816  -0.95882  -2.71075
H  -0.15951  0.71313  -3.42812

Properties
ΔE to the lowest compared entry with this formula, charge and spin = 161.13 kcal per mole
Highest occupied orbital energy = -8.36 eV
LUMO energy = -0.134 eV
Spin multiplicity = 1
Orbital gap = 8.23 eV
SMILES = CC[C@@H]1C=C(N=O)C(C)=C(C)[C@H]1P
Energy = -861.78790 hartree

=====

Q: Which of these has the lowest orbital gap?
A: C10H16NOP

=====

Please write out number 1 again, unchanged.
The following is a quantum chemistry calculation of a 2-piece molecular cluster, C4H7ClOS overall, from the Open Molecules 2025 dataset.

Element x y z (Å)
C  -3.69060  -1.91294  0.66284
C  -3.50647  -0.86597  0.10849
Cl  -3.45049  0.59496  -0.67050
H  -3.93167  -2.62304  1.37874
C  2.27844  0.56729  -0.93610
C  1.30304  -0.40705  -0.16553
S  -0.23236  0.45205  0.24915
O  0.36929  1.78996  1.12357
H  3.12020  0.20123  -1.53040
H  1.80124  1.22281  -1.71358
H  2.62248  1.41190  -0.31915
H  1.90922  -0.74743  0.60482
H  0.85759  -1.12646  -0.74987
H  0.55009  1.44270  1.95752

Properties
ΔE to the lowest compared entry with this formula, charge and spin = 87.15 kcal per mole
Highest occupied orbital energy = -8.81 eV
LUMO energy = 0.685 eV
Spin multiplicity = 1
Orbital gap = 9.50 eV
SMILES = C#CCl.CCSO
Energy = -1090.08704 hartree

=====

Repeat the second record exactly.
The following is a quantum chemistry calculation of a single C10H16NOP molecule, from the Open Molecules 2025 dataset.

Element x y z (Å)
C  2.78329  0.93844  -0.39387
C  1.57497  1.40058  0.47692
C  0.34567  1.43112  -0.49092
C  -0.94242  2.04113  0.10355
C  -1.92666  1.35169  0.64173
N  -2.86701  2.20842  1.24387
O  -3.70597  1.86150  2.02650
C  -1.89863  -0.14935  0.74982
C  -2.77028  -0.74397  1.79954
C  -0.95349  -0.79620  0.07084
C  -0.50633  -2.24713  0.37895
C  -0.05744  0.08433  -1.08932
P  -1.25960  0.37549  -2.51309
H  2.66912  -0.10338  -0.46075
H  3.63739  1.37765  0.05222
H  2.59609  1.49020  -1.25259
H  1.99425  2.38615  0.81633
H  1.50903  0.62583  1.28262
H  0.59650  2.11280  -1.33110
H  -1.09508  3.04220  0.04044
H  -2.49713  -1.84294  1.84648
H  -3.82093  -0.52499  1.53598
H  -2.44046  -0.24992  2.78908
H  0.46829  -2.23841  0.74893
H  -0.68058  -2.88122  -0.49973
H  -1.08977  -2.69252  1.12952
H  0.78924  -0.47350  -1.63543
H  -1.37816  -0.95882  -2.71075
H  -0.15951  0.71313  -3.42812

Properties
ΔE to the lowest compared entry with this formula, charge and spin = 161.13 kcal per mole
Highest occupied orbital energy = -8.36 eV
LUMO energy = -0.134 eV
Spin multiplicity = 1
Orbital gap = 8.23 eV
SMILES = CC[C@@H]1C=C(N=O)C(C)=C(C)[C@H]1P
Energy = -861.78790 hartree

=====

Q: Which of these has the lowest LUMO energy?
A: C10H16NOP